{"formula": "C28H62Cl2O24S7", "method": "wB97M-V/def2-TZVPD", "lumo_ev": -0.39, "smiles": "CC[C@@H](Cl)C1=C(Cl)C(=O)OC1=O.CCOS(C)(=O)=O.CCOS(C)(=O)=O.CCOS(C)(=O)=O.CCOS(C)(=O)=O.CCOS(C)(=O)=O.CCOS(C)(=O)=O.CCOS(C)(=O)=O", "e_homo_ev": -10.38, "elements": ["C", "C", "C", "Cl", "C", "C", "Cl", "C", "O", "O", "C", "O", "H", "H", "H", "H", "H", "H", "O", "S", "O", "O", "C", "C", "C", "H", "H", "H", "H", "H", "H", "H", "H", "O", "S", "O", "O", "C", "C", "C", "H", "H", "H", "H", "H", "H", "H", "H", "O", "S", "O", "O", "C", "C", "C", "H", "H", "H", "H", "H", "H", "H", "H", "O", "S", "O", "O", "C", "C", "C", "H", "H", "H", "H", "H", "H", "H", "H", "O", "S", "O", "O", "C", "C", "C", "H", "H", "H", "H", "H", "H", "H", "H", "O", "S", "O", "O", "C", "C", "C", "H", "H", "H", "H", "H", "H", "H", "H", "O", "S", "O", "O", "C", "C", "C", "H", "H", "H", "H", "H", "H", "H", "H"], "positions_angstrom": [[1.3059, -2.6576, 1.5632], [0.6099, -4.0333, 1.2662], [0.8348, -4.4913, -0.2125], [0.2471, -3.3029, -1.4220], [2.2908, -4.8928, -0.3596], [3.3752, -4.2946, -0.8567], [3.4428, -2.7137, -1.5620], [4.5330, -5.2973, -0.6463], [5.5071, -5.4454, -1.2261], [4.1065, -6.0236, 0.4745], [2.7601, -6.2524, 0.1863], [2.1431, -7.2104, 0.3564], [1.5765, -2.1309, 0.6341], [2.2368, -2.8003, 2.1353], [0.6076, -2.0525, 2.1611], [-0.4553, -4.0404, 1.5354], [1.1450, -4.7749, 1.8913], [0.2066, -5.3899, -0.3350], [5.0565, 0.9752, -2.9788], [5.1707, 1.1253, -1.5604], [4.0116, 1.2400, -0.7263], [6.1721, 2.3293, -1.2467], [5.8822, 3.6198, -1.8123], [4.7245, 4.3073, -1.1123], [6.1402, -0.1872, -0.9063], [5.6976, 3.5278, -2.8847], [6.7843, 4.2180, -1.6905], [3.7903, 3.7676, -1.2676], [4.5936, 5.3201, -1.4950], [4.8978, 4.3518, -0.0361], [7.0467, -0.3059, -1.4943], [5.5084, -1.0715, -0.9757], [6.3757, 0.0290, 0.1333], [0.1521, -0.2855, 0.0180], [-0.2136, 0.9409, -0.6301], [-0.9845, 1.9492, 0.0390], [-0.9074, 0.6025, -2.0308], [-2.0665, -0.2490, -2.0365], [-3.3049, 0.4676, -1.5314], [1.2400, 1.6950, -1.2673], [-1.8688, -1.1584, -1.4625], [-2.2237, -0.5490, -3.0719], [-3.2100, 0.7294, -0.4787], [-4.1854, -0.1672, -1.6412], [-3.4628, 1.3955, -2.0828], [1.8142, 0.9443, -1.8005], [1.8045, 2.0727, -0.4191], [0.9643, 2.5179, -1.9240], [-1.9823, -3.4417, 4.5289], [-3.0136, -3.4760, 3.5356], [-2.7702, -4.0231, 2.2340], [-3.6296, -2.0111, 3.3788], [-2.7288, -0.9330, 3.0613], [-2.2691, -0.9784, 1.6185], [-4.4472, -4.2506, 4.2094], [-1.8790, -0.9394, 3.7475], [-3.2774, -0.0085, 3.2378], [-1.6613, -1.8621, 1.4236], [-1.6672, -0.1027, 1.3791], [-3.1263, -1.0205, 0.9443], [-4.6573, -3.8203, 5.1852], [-4.2283, -5.3127, 4.3036], [-5.2804, -4.1017, 3.5266], [-5.4536, 6.7578, -1.2482], [-4.1686, 6.5155, -1.8255], [-3.9723, 5.4825, -2.8012], [-3.0980, 6.3343, -0.6573], [-3.3414, 5.3168, 0.3340], [-3.0991, 3.9217, -0.2063], [-3.5355, 8.0243, -2.4822], [-4.3526, 5.4166, 0.7350], [-2.6495, 5.5119, 1.1526], [-3.8195, 3.6711, -0.9864], [-3.1926, 3.1803, 0.5864], [-2.1077, 3.8477, -0.6452], [-3.6507, 8.8098, -1.7399], [-4.1156, 8.2577, -3.3739], [-2.4895, 7.8824, -2.7448], [0.8295, 3.9160, 1.7954], [0.9352, 3.2304, 3.0486], [-0.1880, 3.0823, 3.9232], [2.1562, 3.8531, 3.8769], [2.1448, 5.2649, 4.1421], [1.1354, 5.6409, 5.2105], [1.6329, 1.6330, 2.7752], [1.9678, 5.8201, 3.2180], [3.1466, 5.5212, 4.4858], [0.1156, 5.4563, 4.8740], [1.2199, 6.6995, 5.4604], [1.2917, 5.0473, 6.1121], [2.5093, 1.7311, 2.1376], [0.8761, 1.0228, 2.2823], [1.8952, 1.1934, 3.7349], [-5.9672, 3.6482, -5.2704], [-5.4388, 4.7824, -5.9649], [-5.9436, 6.1027, -5.7338], [-5.4728, 4.4852, -7.5403], [-6.7326, 4.1403, -8.1365], [-7.6527, 5.3394, -8.2704], [-3.6856, 4.8145, -5.7793], [-7.2099, 3.3374, -7.5702], [-6.5066, 3.7465, -9.1271], [-7.9505, 5.7206, -7.2940], [-8.5581, 5.0677, -8.8151], [-7.1498, 6.1523, -8.7961], [-3.2883, 3.8237, -5.9865], [-3.4728, 5.1010, -4.7488], [-3.2734, 5.5529, -6.4640], [3.8861, -11.0935, 5.2630], [4.6315, -10.0506, 4.6261], [4.2955, -8.6729, 4.8181], [4.7113, -10.3539, 3.0596], [3.4789, -10.5281, 2.3367], [2.7509, -9.2154, 2.1164], [6.3464, -10.2617, 4.9807], [2.8423, -11.2538, 2.8482], [3.7464, -10.9584, 1.3721], [2.4130, -8.7898, 3.0622], [1.8775, -9.3620, 1.4841], [3.4093, -8.4910, 1.6527], [6.6195, -11.2996, 4.8079], [6.4957, -10.0005, 6.0267], [6.9215, -9.5930, 4.3446]], "atomic_forces_ev_per_a": [[-0.251, -0.482, -0.011], [1.198, 0.554, -0.212], [-0.116, -0.730, 0.910], [0.075, -0.330, 0.226], [-0.747, 0.049, -0.419], [-0.368, -0.224, 0.108], [0.477, -0.953, 0.112], [-3.521, 2.469, 1.886], [3.289, -0.575, -1.534], [0.559, -2.055, -0.850], [0.582, 4.563, -0.283], [-1.280, -2.197, 0.360], [-0.372, -0.065, 0.476], [-0.374, 0.002, -0.098], [0.459, 0.048, -0.293], [0.365, -0.002, -0.291], [-0.618, 0.039, -0.226], [0.406, 0.285, -0.230], [-0.401, 0.175, 0.045], [0.967, -0.166, 0.391], [-0.094, 0.125, -0.211], [-0.072, -0.367, 0.054], [-0.329, 0.725, -0.228], [-0.188, -0.198, 0.081], [0.153, 0.044, -0.011], [0.000, -0.194, 0.046], [0.134, -0.300, 0.087], [0.015, 0.034, -0.029], [0.108, -0.013, -0.011], [0.042, 0.060, -0.037], [-0.052, 0.008, -0.030], [0.090, 0.009, 0.000], [-0.056, 0.026, -0.027], [-0.214, 0.230, 0.178], [0.478, 0.598, -1.226], [0.101, -0.706, 0.401], [0.334, 0.085, 0.197], [-0.749, -0.347, 0.166], [0.056, 0.204, 0.147], [-0.176, 0.003, -0.182], [0.150, 0.104, 0.056], [0.312, 0.128, -0.043], [-0.003, -0.001, -0.029], [0.058, -0.035, -0.093], [-0.038, -0.075, -0.065], [0.005, 0.020, 0.039], [-0.071, -0.061, 0.031], [-0.105, -0.035, 0.045], [0.205, -0.058, -0.305], [-0.721, 0.391, 0.219], [0.284, -0.092, 0.092], [-0.107, -0.425, 0.182], [0.525, 0.536, -0.390], [-0.041, -0.265, 0.057], [-0.077, 0.028, 0.020], [-0.080, -0.166, 0.061], [-0.221, -0.214, 0.155], [0.033, 0.083, -0.020], [-0.219, -0.069, 0.237], [-0.025, 0.042, 0.067], [0.031, 0.025, -0.035], [0.090, 0.040, -0.030], [0.048, 0.019, -0.007], [-0.074, -0.329, -0.105], [0.553, 0.453, 0.278], [-0.280, -0.006, 0.211], [-0.090, 0.289, -0.318], [-0.187, -0.774, 0.481], [-0.263, 0.164, -0.371], [0.077, 0.052, -0.014], [-0.020, 0.164, -0.165], [0.080, 0.280, -0.191], [-0.049, 0.033, 0.063], [0.115, 0.105, 0.072], [0.010, -0.002, 0.142], [0.001, -0.048, 0.013], [-0.063, -0.096, 0.040], [-0.026, -0.026, 0.031], [-0.204, 0.236, 0.182], [0.561, -0.584, 0.119], [-0.172, 0.257, -0.241], [-0.027, -0.277, -0.173], [-0.174, 0.711, 0.227], [-0.247, -0.129, -0.017], [0.123, 0.001, 0.004], [-0.047, -0.172, -0.065], [0.068, -0.306, -0.101], [0.031, 0.022, -0.009], [0.114, -0.022, -0.026], [0.060, 0.057, -0.007], [-0.007, 0.010, 0.016], [-0.050, 0.098, -0.014], [-0.019, 0.052, -0.003], [-0.313, 0.163, -0.042], [0.771, 0.007, -0.191], [-0.207, -0.152, 0.131], [0.203, 0.007, 0.174], [-0.700, -0.011, -0.232], [-0.014, 0.173, 0.218], [0.143, -0.005, -0.094], [0.129, 0.046, 0.125], [0.304, 0.003, 0.112], [-0.001, -0.035, -0.021], [0.076, -0.072, -0.054], [-0.019, -0.061, -0.055], [-0.057, 0.012, -0.046], [-0.192, -0.082, -0.142], [-0.075, -0.039, -0.045], [-0.209, 0.198, 0.033], [0.502, -0.087, -0.469], [-0.193, -0.127, 0.191], [0.268, -0.035, 0.296], [-0.825, 0.079, -0.272], [0.160, -0.212, 0.558], [0.080, -0.048, -0.067], [0.157, 0.004, 0.146], [0.315, -0.029, 0.146], [-0.019, -0.045, -0.015], [0.099, -0.095, -0.067], [0.074, -0.144, -0.023], [-0.034, 0.021, -0.018], [-0.105, 0.006, -0.012], [-0.052, -0.005, 0.000]], "mulliken_charge": [-0.706, -0.282, -0.047, -0.101, 0.059, 0.434, -0.089, 0.250, -0.431, -0.240, -0.103, -0.443, 0.027, 0.420, 0.194, -0.026, 0.528, 0.487, -0.734, 1.222, -0.420, -0.283, -0.389, -0.712, -0.593, 0.316, 0.297, 0.043, 0.426, 0.254, 0.371, -0.055, 0.319, -0.262, 0.841, -0.373, -0.426, 0.092, -0.957, -1.149, -0.044, 0.376, 0.114, 0.479, 0.250, 0.384, 0.155, 0.457, -0.672, 1.343, -0.594, -0.284, -0.864, 0.504, -1.107, 0.387, 0.342, -0.251, -0.089, 0.269, 0.347, 0.394, 0.326, -0.664, 1.171, -0.585, -0.242, -0.735, -0.630, -1.022, 0.369, 0.297, 0.325, 0.339, 0.255, 0.355, 0.373, 0.317, -0.643, 1.336, -0.674, -0.296, -0.324, -1.008, -0.536, 0.279, 0.303, 0.295, 0.396, 0.263, 0.203, -0.074, 0.495, -0.655, 1.244, -0.617, -0.263, -0.340, -0.983, -0.720, 0.320, 0.269, 0.303, 0.385, 0.256, 0.324, 0.219, 0.338, -0.641, 1.217, -0.597, -0.242, -0.480, -0.955, -0.945, 0.336, 0.288, 0.309, 0.420, 0.292, 0.313, 0.374, 0.310]}